A structure of composition C13H17BeClN2O4. Source: the Open Molecules 2025 dataset; level of theory: ωB97M-V/def2-TZVPD.

The geometry in XYZ format:
```
38
Properties=species:S:1:pos:R:3:mulliken_charge:R:1
C -0.6104 1.3670 2.5363 -1.3807
C -0.6210 -1.3985 2.6261 -1.1949
H 0.3920 1.7156 2.7910 0.4390
H -1.1167 0.9700 3.4171 0.4296
H -1.2178 2.1649 2.0964 0.4480
H -0.3303 -2.3775 2.2329 0.2976
H 0.0573 -1.1210 3.4326 0.4297
H -1.6575 -1.4116 2.9703 0.3449
C 0.1110 2.5830 -0.5135 0.0178
C 0.4690 3.3805 -1.5936 -0.8474
C 0.7013 2.7684 -2.8235 -0.4312
C 0.5679 1.3893 -2.9251 -1.0303
H -0.0629 3.0027 0.4712 0.3026
H 0.5707 4.4527 -1.4649 0.3968
H 0.9912 3.3548 -3.6898 0.4259
H 0.7611 0.8953 -3.8700 0.3032
N -0.0237 1.2546 -0.6106 0.2850
C 0.2026 0.6453 -1.7980 0.4355
C 0.0697 -0.8243 -1.8137 0.8350
N -0.1978 -1.4169 -0.6255 0.2061
C -0.3183 -2.7484 -0.5679 0.0127
C 0.0994 -2.9706 -2.9115 -0.4210
C -0.1748 -3.5661 -1.6823 -0.8554
H -0.5287 -3.1603 0.4133 0.2830
H -0.2752 -4.6415 -1.5819 0.4025
C 0.2197 -1.5880 -2.9765 -0.9745
H 0.4288 -1.1073 -3.9248 0.3272
H 0.2182 -3.5727 -3.8069 0.4260
Be -0.3773 -0.0654 1.0909 1.2586
C -2.4433 -0.0325 0.9020 -1.3731
H -2.7781 -1.0683 0.7995 0.3331
H -2.6776 0.5390 -0.0007 0.3037
H -2.8990 0.4296 1.7786 0.3161
O 2.7022 1.9329 2.0646 -0.5231
Cl 2.4994 0.4499 2.3540 1.3289
O 3.8300 -0.2657 2.1633 -0.5924
O 2.0520 0.2573 3.7978 -0.5288
O 1.3672 -0.2152 1.2410 -0.4358
```

Output
Charge ... 0
Largest force on an atom ... 4.31 eV/Å
HOMO (alpha / beta) ... -7.9 / -8.0 eV
Orbital gap (alpha / beta) ... 6.59 / 6.61 eV

A cluster of 3 separate species, C13H17Br4NO3 in total. Source: the Open Molecules 2025 dataset; level of theory: ωB97M-V/def2-TZVPD.

The geometry in XYZ format:
```
38
Properties=species:S:1:pos:R:3:mulliken_charge:R:1
C 1.4630 -1.6667 0.9181 -0.7249
C -0.0469 -1.7978 0.3678 0.6785
O -0.6335 -2.8717 0.6759 -0.5924
N -0.6759 -0.7715 -0.4700 0.3696
C -0.0198 0.5587 -0.3194 -0.8726
C -2.1195 -0.7351 -0.2247 0.4892
C -2.7948 0.2017 0.5873 -0.2931
C -4.3828 0.0459 0.7748 0.0680
O -5.1538 1.0143 0.8838 -0.5253
C -4.8868 -1.4793 0.8463 -0.2885
C -4.2200 -2.4309 0.0353 -0.3256
C -3.0612 -1.8480 -0.9049 0.2633
O -2.9355 -2.2206 -2.0810 -0.5394
H 2.2070 -1.5599 0.0630 0.2857
H 1.7625 -2.6256 1.4738 0.2630
H 1.5631 -0.8195 1.6939 0.0216
H 1.0952 0.5570 -0.5597 0.1550
H -0.1553 0.9020 0.7740 0.3757
H -0.5170 1.3370 -0.9885 0.1660
H -2.2461 1.0444 1.1031 0.2827
H -5.7165 -1.7755 1.5625 0.3459
H -4.4804 -3.5376 0.0296 0.3354
Br 2.2423 0.2748 5.1027 -0.1362
C 4.0953 0.4809 4.5342 -0.6052
C 4.2095 1.4519 3.3861 -0.5463
Br 3.6507 0.6292 1.7097 -0.1047
H 4.4670 -0.5148 4.2953 0.3671
H 4.6213 0.8598 5.4115 0.3538
H 5.2497 1.7404 3.2286 0.3199
H 3.6051 2.3486 3.5171 0.3816
Br 1.4984 0.2525 -3.2624 -0.0849
C 0.6914 0.9436 -4.8963 -0.5762
C 0.3525 2.4071 -4.7613 -0.5804
Br -1.2639 2.6636 -3.7022 -0.1353
H -0.1741 0.3182 -5.1120 0.3840
H 1.4448 0.7935 -5.6707 0.3172
H 0.1247 2.8400 -5.7364 0.3407
H 1.1402 2.9898 -4.2853 0.3673
```

Output
Charge ... 0
Largest force on an atom ... 4.07 eV/Å
Structure (SMILES) ... CC(=O)N(C)C1=CC(=O)C=CC1=O.BrCCBr.BrCCBr
HOMO ... -9.4 eV
Orbital gap ... 8.75 eV

A structure of composition C13H17BrInN2O2. Source: the Open Molecules 2025 dataset; level of theory: ωB97M-V/def2-TZVPD.

The geometry in XYZ format:
```
36
Properties=species:S:1:pos:R:3:mulliken_charge:R:1
O -0.8720 -1.3901 1.6672 -0.4308
C -0.5429 -2.5430 1.4849 -0.0625
O 0.0503 -2.9312 0.3426 -0.3051
C 1.2821 -3.6642 0.5003 -0.4666
C 2.4639 -2.7691 0.7924 -0.8752
In 2.6504 -1.9779 2.8679 0.7093
Br 1.2242 -3.4101 4.5521 -0.6089
H -0.7869 -3.3207 2.2125 0.4372
H 1.1697 -4.4540 1.2392 0.3669
H 1.4032 -4.1658 -0.4562 0.2880
H 2.4510 -1.9574 0.0741 0.2075
H 3.3501 -3.3629 0.5823 0.3716
H 4.3293 -1.9927 3.4570 -0.3480
H 2.0248 -0.3129 2.9412 -0.3140
N -4.2111 3.1789 -0.0939 -0.6221
C -3.3437 3.0170 0.9050 -0.2950
C -2.7295 1.8111 1.2085 -0.3639
C -3.0342 0.7054 0.4332 0.0082
C -3.9333 0.8549 -0.6116 -0.4610
C -4.4898 2.1059 -0.8309 -0.2385
H -3.1325 3.9064 1.4889 0.3619
H -2.0271 1.7367 2.0275 0.4547
H -2.5677 -0.2485 0.6396 0.4313
H -4.1969 0.0188 -1.2453 0.3711
H -5.1959 2.2642 -1.6399 0.3665
N 1.8052 0.7066 -1.0027 -0.2421
C 2.8064 0.8570 -1.8628 -0.1882
C 2.7649 1.7230 -2.9466 -0.4743
C 1.6157 2.4712 -3.1455 -0.2959
C 0.5632 2.3241 -2.2572 -0.3663
C 0.7098 1.4310 -1.2048 -0.2431
H 3.6851 0.2504 -1.6691 0.3499
H 3.6117 1.8070 -3.6146 0.3500
H 1.5422 3.1585 -3.9794 0.3551
H -0.3529 2.8876 -2.3728 0.3877
H -0.0868 1.2848 -0.4829 0.3846
```

Output
Charge ... -1
Largest force on an atom ... 1.61 eV/Å
HOMO ... -5.0 eV
Orbital gap ... 7.74 eV

The molecule C13H17BrN4O4. Source: the Open Molecules 2025 dataset; level of theory: ωB97M-V/def2-TZVPD.

The geometry in XYZ format:
```
39
Properties=species:S:1:pos:R:3:mulliken_charge:R:1
C 1.3586 1.4936 -4.0572 -1.1953
C 0.5961 2.1161 -2.9210 -0.3418
O 0.6619 1.2212 -1.7376 -0.4161
C -0.3172 1.5581 -0.8557 0.5530
O -0.9479 2.5931 -0.9874 -0.6525
N -0.5563 0.5683 0.0997 0.1805
C -1.3030 0.8969 1.2514 -0.3861
C -2.0203 2.0521 1.4621 -0.6916
C -2.5150 2.3019 2.7530 -0.7867
C -2.3153 1.3605 3.7794 -0.3315
C -1.6018 0.1823 3.5522 -0.4265
Br -1.4029 -1.0813 4.9469 -0.1726
C -1.0404 -0.0499 2.2720 0.2011
C -0.0853 -0.9589 1.7615 0.4375
N 0.8040 -1.8220 2.4848 0.9086
O 2.0411 -1.6075 2.3392 -0.7275
O 0.3615 -2.7726 3.1700 -0.5409
C 0.3998 -0.5146 0.4364 0.0739
N 0.6192 -1.5815 -0.5048 0.7348
C 2.1127 -1.7082 -0.7013 -0.7334
C 0.0484 -2.9485 -0.1768 -0.9190
N 0.0824 -1.3751 -1.8401 -0.9175
H 1.3308 2.2041 -4.8878 0.4099
H 2.4113 1.2897 -3.8331 0.2910
H 0.8800 0.5739 -4.4141 0.3161
H 0.9982 3.0826 -2.6060 0.3375
H -0.4571 2.2361 -3.1896 0.3476
H -2.1564 2.7658 0.6560 0.5189
H -3.0562 3.2230 2.9610 0.3735
H -2.7323 1.5325 4.7688 0.3937
H 1.3622 0.0161 0.5794 0.2933
H 2.5646 -1.9475 0.2651 0.3454
H 2.2711 -2.4868 -1.4492 0.2917
H 2.4896 -0.7484 -1.0704 0.3243
H 0.4735 -3.3563 0.7402 0.4214
H -1.0392 -2.8593 -0.1283 0.4102
H 0.3254 -3.5441 -1.0483 0.3855
H -0.9290 -1.5053 -1.7731 0.2916
H 0.2834 -0.4001 -2.0975 0.3982
```

Output
Charge ... 0
Largest force on an atom ... 4.77 eV/Å
Structure (SMILES) ... CCOC(=O)N1c2cccc(Br)c2C(=[N+]([O-])[O-])[C@H]1[N+](C)(C)N
HOMO ... -6.6 eV
Orbital gap ... 6.80 eV

A structure of composition C13H17Cl2CoO5. Source: the Open Molecules 2025 dataset; level of theory: ωB97M-V/def2-TZVPD.

The geometry in XYZ format:
```
38
Properties=species:S:1:pos:R:3:mulliken_spin:R:1
Co 0.2254 0.6063 -0.6420 1.0329
C -2.1619 -0.6421 1.1503 -0.0013
O -1.2001 -0.8479 0.1170 0.0074
C -1.5845 -1.8397 -0.8251 -0.0048
C -0.4644 -1.9706 -1.8435 0.0041
O 0.0106 -0.7032 -2.3058 0.0017
C -0.6688 -0.0771 -3.3931 0.0012
C -1.8012 0.8088 -2.9022 0.0013
O -1.3079 1.5267 -1.7775 -0.0115
C -2.2734 2.3945 -1.1753 0.0014
H -2.2559 -1.5415 1.7602 0.0010
H -1.8025 0.1791 1.7653 0.0031
H -3.1354 -0.3819 0.7273 -0.0004
H -1.7170 -2.8004 -0.3203 0.0010
H -2.5359 -1.5599 -1.2903 -0.0005
H 0.3992 -2.4402 -1.3733 0.0011
H -0.8000 -2.5778 -2.6854 0.0003
H 0.0832 0.5391 -3.8848 0.0008
H -1.0393 -0.8253 -4.0945 -0.0008
H -2.0953 1.5028 -3.6931 -0.0005
H -2.6830 0.2289 -2.6106 0.0007
H -2.5538 3.1857 -1.8710 0.0004
H -3.1653 1.8320 -0.8879 -0.0001
H -1.8062 2.8258 -0.2941 0.0007
Cl 4.3804 -0.0963 5.1749 0.0006
C 3.5598 -0.1021 3.6606 0.0057
C 3.8668 -1.1083 2.7286 -0.0020
C 3.2430 -1.1347 1.5092 0.0023
Cl 3.5791 -2.3786 0.3707 0.0003
C 2.3083 -0.1319 1.1281 -0.0083
O 1.8157 -0.1285 -0.0599 -0.0355
C 1.9739 0.8445 2.1196 0.0116
C 0.9677 1.8037 1.8400 -0.0016
O 0.3574 1.9534 0.7597 -0.0092
C 2.6167 0.8424 3.3738 -0.0029
H 4.5942 -1.8684 2.9784 0.0001
H 0.6987 2.4858 2.6548 -0.0007
H 2.3718 1.5970 4.1112 0.0002
```

Output
Charge ... +1
Largest force on an atom ... 0.88 eV/Å
HOMO (alpha / beta) ... -11.0 / -11.1 eV
Orbital gap (alpha / beta) ... 7.47 / 7.56 eV
Multiplicity ... 2
Expectation value of S² ... 1.01

A cluster of 5 separate species, C13H17Cl9O2S in total. Source: the Open Molecules 2025 dataset; level of theory: ωB97M-V/def2-TZVPD.

The geometry in XYZ format:
```
42
Properties=species:S:1:pos:R:3:mulliken_charge:R:1
C 2.7513 -2.6754 0.6724 -1.3133
C 2.7794 -1.1827 0.3525 0.2428
Cl 3.2636 -0.8699 -1.3472 -0.1586
C 1.5178 -0.3868 0.7642 -1.2425
C 0.1773 -1.0612 0.6637 0.5334
C -0.7517 -0.9647 1.6390 0.5870
S -0.4900 -0.0669 3.1592 -0.2260
C -2.1078 -1.5915 1.5196 0.5128
O -2.9835 -1.3575 2.3164 -0.6007
C -2.3687 -2.5271 0.4025 -0.9844
C -1.4441 -2.6409 -0.5498 -0.4171
C -0.2151 -1.8293 -0.5580 0.3318
O 0.4274 -1.7765 -1.5847 -0.5069
H 3.4920 -3.1634 0.0376 0.4224
H 1.8023 -3.1614 0.4601 0.2440
H 3.0902 -2.8338 1.6959 0.3382
H 3.5962 -0.7575 0.9318 0.4162
H 1.6919 0.0022 1.7626 0.5341
H 1.4726 0.4846 0.1013 0.1091
H -0.8536 1.1562 2.7511 0.2197
H -3.2842 -3.1001 0.3851 0.4769
H -1.6271 -3.3151 -1.3773 0.4346
Cl -2.2349 3.1816 5.9920 -0.1549
C -0.6528 2.6928 6.6060 -0.2818
Cl 0.2937 1.8397 5.3782 -0.1283
H -0.1082 3.5792 6.9079 0.2862
H -0.7974 2.0295 7.4502 0.2684
Cl 0.4958 -1.2251 -6.1550 -0.1737
C 0.5099 -0.2404 -4.6870 0.3357
Cl 1.8956 0.8602 -4.6437 -0.1476
H -0.3989 0.3488 -4.6566 0.1520
H 0.5689 -0.8964 -3.8253 -0.1419
Cl 2.4400 3.0987 -1.0788 -0.1288
C 2.7542 3.9890 -2.5725 -0.1800
Cl 3.8235 5.3713 -2.3067 -0.1681
H 3.2244 3.3166 -3.2795 0.1659
H 1.8110 4.3503 -2.9635 0.2927
Cl -3.8903 -0.7147 -0.9631 -0.0072
C -4.8633 0.2700 -2.0724 -0.3824
Cl -3.8464 1.1964 -3.1822 -0.1470
H -5.4969 -0.3906 -2.6515 0.2852
H -5.4644 0.9616 -1.4942 0.3020
```

Output
Charge ... 0
Largest force on an atom ... 1.27 eV/Å
Structure (SMILES) ... C[C@@H](Cl)CC1=C(S)C(=O)C=CC1=O.ClCCl.ClCCl.ClCCl.ClCCl
HOMO ... -9.6 eV
Orbital gap ... 8.01 eV